1.
{"formula": "C4H13N2OS", "method": "ωB97M-V with the def2-TZVPD basis set", "total_charge": -1, "gap_ev": 6.5, "lumo_ha": 0.1369, "de_lowest_kcal_mol": 7.3, "homo_energy_ev": -2.82, "symbols": ["N", "C", "C", "S", "C", "N", "C", "H", "H", "H", "H", "H", "H", "H", "H", "H", "H", "H", "H", "H", "O"], "xyz": [[-1.96886, 0.11738, 0.47869], [-0.97258, -0.78820, -0.09386], [0.25422, -0.84222, 0.82924], [0.17227, -2.25291, 2.00831], [-0.72620, -0.38951, -1.56363], [-0.39505, 0.98007, -1.97457], [0.63177, 1.68319, -1.18508], [-2.88397, -0.11993, 0.15055], [-1.95633, 0.06332, 1.49293], [-1.33927, -1.81815, -0.17303], [1.15419, -0.92726, 0.24266], [0.32190, 0.08609, 1.40925], [-1.67386, -0.62005, -2.06823], [-0.04125, -1.11490, -2.01655], [-1.27166, 1.48080, -1.89799], [1.59417, 1.29368, -1.51406], [0.50529, 1.47363, -0.13277], [0.55266, 2.75344, -1.36797], [2.43894, 0.38452, 2.48215], [2.52127, -1.11719, 2.39240], [3.08234, -0.32580, 2.50155]], "nbo_charge": [-0.87, -0.09, -0.54, -0.73, -0.22, -0.63, -0.42, 0.34, 0.37, 0.19, 0.19, 0.17, 0.17, 0.18, 0.34, 0.18, 0.19, 0.18, 0.46, 0.50, -0.98]}

***

2.
{"formula": "C2H8N", "method": "ωB97M-V with the def2-TZVPD basis set", "total_charge": 1, "gap_ev": 8.8, "lumo_ha": -0.1560, "de_lowest_kcal_mol": 62.7, "homo_energy_ev": -13.02, "symbols": ["N", "H", "H", "H", "H", "C", "C", "H", "H", "H", "H"], "xyz": [[1.08011, 0.59152, 1.61625], [1.25787, 0.26313, 0.63774], [0.64966, 1.45358, 1.58912], [0.46739, -0.05598, 2.05077], [1.92405, 0.74219, 2.13588], [-0.20875, -0.58186, -1.49492], [-1.27639, -0.23259, -0.68858], [-0.12905, -0.34193, -2.53182], [0.62810, -1.10299, -1.06534], [-1.61065, 0.80529, -0.90595], [-1.83730, -1.01725, -0.12321]], "nbo_charge": [-0.84, 0.47, 0.44, 0.45, 0.45, -0.35, -0.48, 0.22, 0.16, 0.22, 0.24]}

***

3.
{"formula": "C20H21N4O6Re", "method": "ωB97M-V with the def2-TZVPD basis set", "s_squared": 0.7647, "total_charge": 1, "gap_ev": [6.4, 6.4], "spin_multiplicity": 2, "lumo_ha": [-0.1957, -0.1974], "homo_energy_ev": [-11.74, -11.79], "symbols": ["Re", "O", "C", "C", "N", "C", "C", "O", "O", "C", "C", "O", "O", "H", "H", "H", "H", "H", "H", "H", "H", "H", "C", "C", "N", "N", "C", "O", "C", "C", "C", "C", "C", "C", "C", "C", "C", "C", "C", "N", "H", "H", "H", "H", "H", "H", "H", "H", "H", "H", "H", "H"], "xyz": [[-0.38077, 0.65424, -0.85491], [1.84840, -0.36786, 0.39971], [2.68137, -1.17082, -0.42307], [1.79033, -1.95952, -1.38207], [0.95294, -1.07860, -2.19757], [1.74906, -0.25698, -3.09730], [2.09862, 1.14826, -2.49219], [3.14502, 1.66930, -2.77126], [1.18746, 1.65403, -1.74320], [-0.08158, -1.81519, -2.91145], [-1.23247, -0.84665, -3.35263], [-1.97567, -1.16095, -4.24269], [-1.24384, 0.24140, -2.68401], [2.38427, 0.31957, 0.80795], [3.24145, -1.87837, 0.20219], [3.38637, -0.54170, -0.97631], [1.14026, -2.61015, -0.79411], [2.42571, -2.58092, -2.02690], [1.19025, -0.04868, -4.01520], [2.69332, -0.74482, -3.36628], [-0.54132, -2.56361, -2.26185], [0.30010, -2.30876, -3.81066], [-1.02269, 2.71163, 2.98983], [-0.77662, 2.35163, 1.56654], [-0.50101, 1.12562, 1.18038], [-0.53227, 0.10962, 2.02555], [-0.75099, -1.02769, 1.40331], [-1.01843, -1.00454, 0.13487], [-0.67422, -2.26435, 2.16200], [-0.86641, -3.49930, 1.53963], [-0.69567, -4.66439, 2.25986], [-0.33743, -4.61010, 3.59853], [-0.17947, -3.38417, 4.22995], [-0.34442, -2.21366, 3.52032], [-0.98483, 3.25008, 0.45930], [-1.18239, 4.62921, 0.57066], [-1.45181, 5.36310, -0.56699], [-1.56861, 4.70360, -1.78796], [-1.35424, 3.33869, -1.83768], [-1.04634, 2.63353, -0.75189], [-0.95014, 1.81902, 3.60661], [-2.02282, 3.13312, 3.09065], [-0.30311, 3.45210, 3.34074], [-1.14455, -3.51936, 0.49709], [-0.84247, -5.62154, 1.78414], [-0.17579, -5.52222, 4.15208], [0.07711, -3.34884, 5.27654], [-0.21059, -1.25389, 3.99020], [-1.10697, 5.10665, 1.53446], [-1.56644, 6.43358, -0.51574], [-1.81545, 5.23435, -2.69246], [-1.41023, 2.78533, -2.76674]], "nbo_charge": [1.79, -0.73, -0.08, -0.24, -0.42, -0.36, 0.78, -0.56, -0.72, -0.35, 0.79, -0.54, -0.73, 0.51, 0.21, 0.20, 0.23, 0.22, 0.25, 0.24, 0.24, 0.23, -0.69, 0.32, -0.27, -0.39, 0.60, -0.68, -0.10, -0.17, -0.21, -0.16, -0.21, -0.16, 0.13, -0.19, -0.12, -0.20, 0.09, -0.43, 0.27, 0.26, 0.26, 0.22, 0.23, 0.23, 0.23, 0.23, 0.25, 0.25, 0.25, 0.25]}

***

4.
{"formula": "C21H18AlCl2F5NO2Se2", "method": "ωB97M-V with the def2-TZVPD basis set", "total_charge": 1, "gap_ev": 7.5, "lumo_ha": -0.1468, "de_lowest_kcal_mol": 1.4, "homo_energy_ev": -11.45, "symbols": ["Al", "C", "Se", "C", "C", "Se", "C", "H", "H", "H", "H", "H", "H", "H", "H", "H", "H", "O", "C", "O", "C", "C", "C", "C", "C", "C", "C", "C", "C", "N", "H", "H", "H", "H", "H", "H", "F", "C", "C", "C", "F", "C", "F", "C", "F", "C", "F", "Cl", "C", "Cl", "H", "H"], "xyz": [[-0.41157, -0.54624, -0.20900], [3.11160, 0.88999, 3.57984], [2.88144, -0.51560, 2.25901], [3.11889, 0.60967, 0.68462], [3.26996, -0.20916, -0.57768], [1.76954, -1.32738, -1.18526], [2.08907, -2.97876, -0.20041], [2.35171, 1.65443, 3.44058], [4.11112, 1.30743, 3.49402], [2.99894, 0.42428, 4.55581], [4.04479, 1.17022, 0.82357], [2.29614, 1.31866, 0.61232], [4.09545, -0.91853, -0.51211], [3.44826, 0.43890, -1.43608], [3.10638, -3.29540, -0.41527], [1.39247, -3.71438, -0.59521], [1.94364, -2.83862, 0.86584], [0.12766, 1.98539, 2.53613], [-0.15603, 1.04691, 1.84808], [-0.10254, 1.01771, 0.52604], [-0.59214, -0.27829, 2.44624], [-0.83391, -0.42280, 3.81225], [-1.20699, -1.65606, 4.26861], [-1.34076, -2.73904, 3.37150], [-1.72027, -4.03483, 3.79723], [-1.84789, -5.04789, 2.89357], [-1.60527, -4.81033, 1.52258], [-1.23575, -3.57217, 1.07903], [-1.09456, -2.51381, 2.00023], [-0.72120, -1.26624, 1.57397], [-0.71786, 0.43837, 4.45349], [-1.40665, -1.81901, 5.32033], [-1.90902, -4.20286, 4.84936], [-2.14018, -6.03596, 3.22004], [-1.72019, -5.61979, 0.81435], [-1.07341, -3.38851, 0.02431], [-3.30039, -0.28674, 0.30843], [-3.15382, -0.94051, -0.86171], [-1.87482, -1.18013, -1.33157], [-1.79221, -1.84870, -2.53571], [-0.57761, -2.12770, -3.06127], [-2.90172, -2.25771, -3.25267], [-2.77225, -2.89278, -4.41251], [-4.16490, -1.98926, -2.74510], [-5.24002, -2.36759, -3.41344], [-4.29912, -1.32411, -1.53417], [-5.50531, -1.06598, -1.04785], [0.00372, 1.43618, -2.51551], [-0.99616, 1.15202, -3.96192], [-2.70929, 1.38944, -3.63728], [-0.82943, 0.13387, -4.29567], [-0.68211, 1.87160, -4.70879]], "nbo_charge": [1.72, -0.77, 0.25, -0.59, -0.54, 0.40, -0.77, 0.25, 0.23, 0.24, 0.24, 0.24, 0.24, 0.25, 0.25, 0.25, 0.24, -0.54, 0.77, -0.92, 0.18, -0.23, -0.06, -0.11, -0.15, -0.20, -0.14, -0.25, 0.25, -0.66, 0.27, 0.24, 0.23, 0.24, 0.23, 0.22, -0.31, 0.41, -0.79, 0.39, -0.33, 0.25, -0.28, 0.32, -0.26, 0.26, -0.27, 0.01, -0.39, 0.01, 0.23, 0.24]}

***

The evaluated max |F| for the records listed, in turn: 1.2; 3.1; 4.2; 0.2 eV Å⁻¹.